{
  "formula": "C55H79N2P2PtSi",
  "method": "ωB97M-V/def2-TZVPD",
  "mol_weight_da": 1053.36,
  "spin_multiplicity": 3,
  "orbital_gap_ev": [5.61, 7.57],
  "charge": 1,
  "lumo_ev": [-2.27, -3.33],
  "relative_energy_kcal_mol": 0.2,
  "species": ["Pt", "C", "Si", "C", "C", "C", "C", "C", "C", "P", "C", "C", "C", "C", "C", "C", "C", "C", "C", "C", "C", "C", "C", "C", "C", "C", "C", "C", "P", "C", "C", "C", "C", "C", "C", "C", "C", "C", "C", "C", "C", "H", "H", "H", "H", "H", "H", "H", "H", "H", "H", "H", "H", "H", "H", "H", "H", "H", "H", "H", "H", "H", "H", "H", "H", "H", "H", "H", "H", "H", "H", "H", "H", "H", "H", "H", "H", "H", "H", "H", "H", "H", "H", "H", "H", "H", "H", "H", "H", "H", "H", "H", "H", "H", "H", "H", "C", "C", "C", "C", "C", "C", "C", "N", "C", "C", "C", "C", "C", "C", "C", "N", "C", "C", "C", "C", "H", "H", "H", "H", "H", "H", "H", "H", "H", "H", "H", "H", "H", "H", "H", "H", "H", "H", "H", "H", "H", "H", "H", "H"],
  "positions_angstrom": [[0.357333, -0.535514, 0.632310], [2.346577, -0.785797, 3.825583], [0.667678, -0.626539, 2.968038], [-0.073329, 1.011133, 3.588896], [-0.417295, 1.195523, 4.930114], [-0.920590, 2.403085, 5.386768], [-1.062311, 3.468685, 4.506466], [-0.721132, 3.313097, 3.173254], [-0.252357, 2.083829, 2.703249], [0.232063, 1.805424, 0.967198], [1.883584, 2.635621, 0.825098], [2.960879, 1.912324, 1.625064], [4.344771, 2.494511, 1.350789], [4.383906, 3.985709, 1.668544], [3.272219, 4.729594, 0.934978], [1.901438, 4.116554, 1.228805], [-0.739773, 2.913449, -0.188706], [-2.071355, 3.507165, 0.321828], [-3.121812, 3.616519, -0.787260], [-2.477429, 4.142136, -2.064727], [-1.456828, 3.126860, -2.608180], [-0.948025, 2.184459, -1.513256], [-0.317645, -2.076725, 3.661151], [0.042561, -2.670075, 4.874667], [-0.548416, -3.843241, 5.315906], [-1.504112, -4.461685, 4.526271], [-1.885404, -3.885789, 3.324470], [-1.316244, -2.688388, 2.889564], [-1.918519, -1.789972, 1.402469], [-2.798561, -3.186762, 0.499929], [-2.731060, -3.094209, -1.025544], [-3.791650, -2.164604, -1.604647], [-5.184509, -2.667829, -1.241159], [-5.334665, -2.759653, 0.273660], [-4.226028, -3.587289, 0.920697], [-3.047892, -0.591874, 2.256143], [-4.081969, -1.158941, 3.234012], [-4.719135, -0.029311, 4.042201], [-5.360212, 1.001558, 3.119962], [-4.324342, 1.566416, 2.153816], [-3.661513, 0.458943, 1.332585], [2.234440, -0.611559, 4.899734], [3.081522, -0.066221, 3.470712], [2.750936, -1.792845, 3.697741], [-0.299882, 0.373132, 5.628731], [-1.194764, 2.520024, 6.427588], [-1.437631, 4.420813, 4.858514], [-0.825470, 4.155506, 2.504061], [2.124760, 2.554144, -0.245553], [2.939779, 0.852584, 1.394738], [2.725698, 2.017061, 2.690477], [4.595648, 2.336066, 0.295302], [5.095950, 1.959864, 1.937129], [5.357305, 4.406742, 1.411219], [4.254822, 4.124376, 2.747269], [3.457734, 4.694000, -0.144306], [3.269981, 5.783680, 1.218655], [1.128894, 4.699006, 0.724473], [1.701309, 4.186251, 2.302619], [-0.057297, 3.738309, -0.399727], [-1.883373, 4.510840, 0.711193], [-2.465278, 2.930707, 1.153140], [-3.924652, 4.277158, -0.456208], [-3.583298, 2.641174, -0.975753], [-1.976543, 5.087158, -1.833409], [-3.228833, 4.371004, -2.820756], [-0.612764, 3.650936, -3.063556], [-1.909250, 2.523936, -3.400808], [-0.020394, 1.706700, -1.837092], [-1.668785, 1.383044, -1.343890], [0.819077, -2.221827, 5.482536], [-0.250498, -4.282566, 6.259205], [-1.958912, -5.391264, 4.843111], [-2.639586, -4.391297, 2.740085], [-2.128796, -4.005821, 0.778709], [-2.912423, -4.099885, -1.421630], [-1.722805, -2.825338, -1.337361], [-3.678990, -2.090659, -2.689550], [-3.668147, -1.151063, -1.198549], [-5.334400, -3.655882, -1.688477], [-5.952933, -2.012884, -1.656080], [-6.300360, -3.197875, 0.533793], [-5.336699, -1.749776, 0.689033], [-4.354500, -4.630409, 0.607443], [-4.345634, -3.575897, 2.002761], [-2.301514, -0.063726, 2.866552], [-3.613686, -1.881954, 3.903900], [-4.872562, -1.682166, 2.691637], [-3.948381, 0.458047, 4.650631], [-5.457937, -0.440609, 4.732693], [-5.810267, 1.808592, 3.701035], [-6.171292, 0.528883, 2.554126], [-3.555649, 2.086141, 2.738306], [-4.779327, 2.304964, 1.488957], [-2.883378, 0.868065, 0.679380], [-4.412079, 0.007354, 0.677520], [1.085832, -1.084373, -6.696558], [0.377859, 0.044888, -5.934043], [-1.009225, 0.256370, -6.539333], [1.179463, 1.346839, -6.075700], [0.302841, -0.327252, -4.460235], [-0.891386, -0.461795, -3.763923], [-0.864627, -0.729314, -2.408164], [0.250507, -0.914508, -1.706246], [1.410162, -0.850529, -2.379295], [1.468263, -0.539978, -3.726988], [2.626972, -1.145102, -1.592011], [3.759729, -1.682228, -2.180680], [4.873801, -2.008425, -1.411697], [4.761061, -1.788151, -0.043895], [3.591548, -1.261257, 0.473454], [2.544256, -0.921900, -0.275286], [6.118767, -2.587935, -2.069537], [7.213662, -2.893672, -1.048438], [6.657799, -1.567561, -3.083097], [5.745990, -3.887906, -2.796242], [1.148841, -0.831875, -7.755939], [0.538044, -2.023460, -6.601885], [2.101098, -1.243871, -6.330668], [-0.906093, 0.532567, -7.588897], [-1.550279, 1.061294, -6.037528], [-1.614004, -0.651259, -6.495633], [1.233798, 1.632669, -7.127062], [2.200534, 1.239899, -5.707472], [0.702283, 2.160622, -5.525912], [-1.848480, -0.327215, -4.246361], [-1.782438, -0.767313, -1.844470], [2.434586, -0.445389, -4.202354], [3.758454, -1.875882, -3.244317], [5.564474, -2.028317, 0.636297], [3.485318, -1.110101, 1.539201], [7.539361, -1.994774, -0.521792], [8.081493, -3.305711, -1.563806], [6.886574, -3.630422, -0.312573], [6.923275, -0.630108, -2.591335], [5.926801, -1.348401, -3.862795], [7.551972, -1.964159, -3.565989], [5.342755, -4.624350, -2.099193], [6.634465, -4.313436, -3.264734], [5.006106, -3.720347, -3.579881]],
  "forces_ev_per_a": [[-0.3306, -0.3153, 0.2155], [-0.0200, -0.0025, 0.0338], [0.0796, 0.0316, 0.0031], [0.0001, -0.0074, -0.0058], [-0.0067, 0.0011, 0.0027], [-0.0035, -0.0025, -0.0033], [-0.0013, 0.0007, -0.0020], [-0.0070, -0.0043, -0.0040], [-0.0130, 0.0020, -0.0025], [-0.0432, 0.1278, -0.0838], [0.0162, -0.0419, -0.0099], [0.0096, -0.0045, 0.0315], [-0.0033, 0.0020, 0.0066], [0.0012, -0.0033, -0.0034], [-0.0014, -0.0007, 0.0035], [0.0111, -0.0038, 0.0035], [-0.0096, 0.0324, 0.0182], [-0.0126, 0.0006, -0.0013], [0.0019, -0.0010, 0.0056], [0.0061, 0.0036, 0.0034], [-0.0041, 0.0020, -0.0049], [0.0116, -0.0081, 0.0006], [0.0089, -0.0305, -0.0078], [-0.0137, -0.0106, -0.0035], [0.0081, 0.0092, -0.0005], [0.0011, -0.0058, -0.0020], [-0.0135, -0.0104, 0.0023], [-0.0035, 0.0078, 0.0053], [0.1823, 0.1668, 0.0115], [0.0406, 0.0044, -0.0450], [-0.0254, 0.0067, -0.0025], [-0.0030, 0.0066, 0.0109], [-0.0008, -0.0050, 0.0018], [0.0073, 0.0133, -0.0141], [-0.0084, -0.0003, 0.0043], [-0.0176, -0.0034, -0.0111], [-0.0177, -0.0119, 0.0231], [0.0049, -0.0025, -0.0031], [0.0021, 0.0011, 0.0014], [0.0114, 0.0007, -0.0113], [-0.0222, 0.0171, -0.0169], [-0.0018, 0.0025, -0.0040], [0.0233, 0.0265, -0.0126], [0.0005, 0.0041, -0.0003], [0.0010, 0.0012, -0.0006], [0.0009, 0.0001, -0.0011], [0.0009, -0.0003, 0.0007], [0.0061, -0.0061, 0.0065], [-0.0011, -0.0009, -0.0072], [-0.0131, 0.0349, 0.0149], [0.0030, 0.0071, 0.0058], [0.0014, -0.0015, -0.0024], [0.0004, 0.0001, -0.0007], [0.0001, 0.0034, 0.0006], [0.0015, -0.0015, -0.0012], [-0.0017, 0.0008, -0.0017], [0.0009, 0.0012, 0.0001], [0.0006, 0.0071, 0.0036], [-0.0021, 0.0018, -0.0039], [0.0049, -0.0027, 0.0116], [0.0015, 0.0014, -0.0131], [-0.0299, -0.0186, 0.0363], [-0.0019, -0.0034, 0.0024], [0.0032, 0.0001, -0.0016], [-0.0043, 0.0024, -0.0031], [-0.0024, -0.0059, 0.0001], [0.0022, 0.0002, 0.0042], [0.0025, 0.0046, -0.0002], [0.0010, -0.0059, -0.0028], [-0.0089, -0.0347, -0.0085], [-0.0039, -0.0001, 0.0014], [-0.0003, -0.0006, -0.0006], [0.0004, 0.0001, -0.0001], [0.0076, 0.0005, 0.0107], [-0.0028, 0.0001, -0.0076], [-0.0006, -0.0004, -0.0021], [0.0291, 0.0234, -0.0117], [-0.0015, -0.0019, 0.0002], [0.0007, -0.0083, -0.0026], [-0.0016, -0.0001, -0.0014], [0.0003, 0.0000, 0.0001], [-0.0038, -0.0023, -0.0009], [-0.0096, -0.0264, -0.0159], [0.0004, 0.0019, -0.0014], [0.0056, -0.0198, -0.0156], [0.0234, 0.0085, 0.0119], [-0.0036, -0.0024, 0.0024], [0.0213, 0.0414, 0.0356], [-0.0033, 0.0000, 0.0022], [0.0023, -0.0009, 0.0011], [-0.0007, -0.0009, -0.0014], [-0.0010, 0.0014, -0.0003], [0.0114, 0.0066, 0.0038], [0.0059, 0.0034, -0.0030], [0.0127, 0.0206, -0.0068], [0.0127, 0.0034, 0.0039], [-0.0017, 0.0072, 0.0007], [-0.0049, -0.0232, -0.0029], [0.0014, -0.0063, -0.0036], [-0.0014, 0.0102, 0.0034], [0.0157, 0.0013, -0.0087], [-0.0146, 0.0212, -0.0011], [0.0141, -0.0061, 0.0168], [-0.0059, 0.0141, -0.1266], [-0.0315, 0.0112, 0.0027], [0.0223, 0.0022, -0.0030], [0.0522, 0.0007, 0.0126], [0.0055, 0.0044, -0.0147], [-0.0032, -0.0112, -0.0029], [-0.0006, 0.0090, 0.0163], [-0.0137, -0.0472, -0.0097], [0.0708, 0.0005, -0.0518], [0.0040, 0.0098, -0.0013], [0.0029, 0.0023, 0.0005], [-0.0005, -0.0080, 0.0033], [-0.0045, -0.0039, -0.0005], [0.0013, 0.0006, 0.0010], [0.0013, 0.0002, -0.0017], [0.0004, -0.0006, -0.0059], [-0.0011, -0.0006, -0.0006], [0.0008, 0.0003, -0.0054], [-0.0003, 0.0003, 0.0046], [0.0004, -0.0003, -0.0005], [-0.0019, -0.0034, 0.0050], [-0.0003, -0.0024, -0.0014], [-0.0008, -0.0050, -0.0012], [-0.0235, -0.0040, 0.0074], [0.0032, 0.0048, -0.0014], [-0.0006, 0.0017, 0.0012], [0.0032, 0.0024, -0.0015], [-0.0053, -0.0099, -0.0011], [-0.0018, -0.0008, 0.0016], [0.0008, 0.0008, 0.0002], [0.0024, -0.0013, -0.0021], [0.0012, 0.0010, -0.0003], [0.0034, -0.0004, -0.0020], [-0.0007, -0.0001, -0.0002], [0.0015, -0.0008, -0.0003], [-0.0005, -0.0001, -0.0001], [-0.0016, 0.0029, 0.0017]]
}